{"formula": "C82H211N34O9P9", "method": "ωB97M-V/def2-TZVPD", "orbital_gap_ha": 0.3157, "lumo_energy_ha": 0.016, "e_homo_ev": -8.17, "symbols": ["C", "C", "C", "C", "N", "H", "H", "H", "H", "H", "H", "H", "C", "C", "C", "C", "N", "H", "H", "H", "H", "H", "H", "H", "C", "C", "C", "C", "N", "H", "H", "H", "H", "H", "H", "H", "C", "C", "C", "C", "N", "H", "H", "H", "H", "H", "H", "H", "C", "C", "C", "C", "N", "H", "H", "H", "H", "H", "H", "H", "C", "C", "C", "C", "N", "H", "H", "H", "H", "H", "H", "H", "C", "C", "C", "C", "N", "H", "H", "H", "H", "H", "H", "H", "O", "P", "N", "C", "C", "N", "C", "C", "N", "C", "C", "H", "H", "H", "H", "H", "H", "H", "H", "H", "H", "H", "H", "H", "H", "H", "H", "H", "H", "O", "P", "N", "C", "C", "N", "C", "C", "N", "C", "C", "H", "H", "H", "H", "H", "H", "H", "H", "H", "H", "H", "H", "H", "H", "H", "H", "H", "H", "O", "P", "N", "C", "C", "N", "C", "C", "N", "C", "C", "H", "H", "H", "H", "H", "H", "H", "H", "H", "H", "H", "H", "H", "H", "H", "H", "H", "H", "O", "P", "N", "C", "C", "N", "C", "C", "N", "C", "C", "H", "H", "H", "H", "H", "H", "H", "H", "H", "H", "H", "H", "H", "H", "H", "H", "H", "H", "O", "P", "N", "C", "C", "N", "C", "C", "N", "C", "C", "H", "H", "H", "H", "H", "H", "H", "H", "H", "H", "H", "H", "H", "H", "H", "H", "H", "H", "O", "P", "N", "C", "C", "N", "C", "C", "N", "C", "C", "H", "H", "H", "H", "H", "H", "H", "H", "H", "H", "H", "H", "H", "H", "H", "H", "H", "H", "O", "P", "N", "C", "C", "N", "C", "C", "N", "C", "C", "H", "H", "H", "H", "H", "H", "H", "H", "H", "H", "H", "H", "H", "H", "H", "H", "H", "H", "O", "P", "N", "C", "C", "N", "C", "C", "N", "C", "C", "H", "H", "H", "H", "H", "H", "H", "H", "H", "H", "H", "H", "H", "H", "H", "H", "H", "H", "O", "P", "N", "C", "C", "N", "C", "C", "N", "C", "C", "H", "H", "H", "H", "H", "H", "H", "H", "H", "H", "H", "H", "H", "H", "H", "H", "H", "H"], "coordinates": [[21.57837, 16.58644, 11.89804], [20.66431, 17.78884, 12.00063], [20.38506, 18.14533, 13.44791], [19.39228, 17.32219, 14.11772], [18.58914, 16.74951, 14.72733], [22.45019, 16.68805, 12.55190], [21.92889, 16.45523, 10.83235], [21.06721, 15.68301, 12.16361], [19.74908, 17.69295, 11.38495], [21.09977, 18.70434, 11.59435], [19.98008, 19.15520, 13.57818], [21.33678, 18.13900, 14.01173], [25.41426, 14.93342, 22.86838], [24.96499, 15.77210, 21.64137], [23.68928, 15.25346, 21.06387], [23.74414, 13.84170, 20.50918], [23.87760, 12.85738, 19.94907], [25.66092, 13.95480, 22.48778], [24.65718, 14.83344, 23.65082], [26.23566, 15.45553, 23.33634], [25.75381, 15.77544, 20.90704], [24.80346, 16.76271, 21.99214], [23.23778, 15.87691, 20.25333], [22.93644, 15.19761, 21.83677], [23.38287, 20.28569, 24.34683], [24.21680, 19.03249, 24.28192], [25.45198, 19.06247, 25.09248], [25.23643, 19.51628, 26.46877], [25.12188, 19.92675, 27.53876], [23.16946, 20.48005, 25.41362], [22.45770, 20.13214, 23.75903], [23.79271, 21.17039, 23.87430], [24.45437, 18.90790, 23.20998], [23.58114, 18.21910, 24.64304], [26.28174, 19.64809, 24.71228], [25.88079, 18.06433, 25.23621], [17.68588, 26.14427, 19.50441], [16.72821, 25.00964, 19.28600], [17.15876, 23.71261, 19.94033], [17.63013, 23.83688, 21.29945], [18.04895, 23.96571, 22.33345], [18.66502, 25.88197, 19.10082], [17.82723, 26.30942, 20.57037], [17.30759, 27.09285, 19.15665], [16.58200, 24.71149, 18.26021], [15.79998, 25.33360, 19.71318], [17.94253, 23.22785, 19.34509], [16.31743, 23.00819, 19.91638], [16.30992, 21.36402, 24.80671], [16.68271, 20.10879, 24.12533], [17.30609, 19.01455, 25.04428], [17.50119, 17.77055, 24.32789], [17.68028, 16.80250, 23.78180], [17.23829, 21.92220, 24.99448], [15.83577, 21.18801, 25.79890], [15.66726, 22.04542, 24.23133], [17.39347, 20.27853, 23.32512], [15.84778, 19.60601, 23.65606], [16.71615, 18.88885, 25.94654], [18.28749, 19.28974, 25.32305], [21.11304, 16.79983, 25.52705], [21.24987, 16.48648, 26.98009], [22.59028, 17.00808, 27.57672], [23.73239, 16.48004, 26.82344], [24.61516, 16.04094, 26.26401], [21.72369, 16.11232, 24.99161], [21.26688, 17.84674, 25.21620], [20.14291, 16.41650, 25.22689], [21.10739, 15.41306, 27.10410], [20.47863, 16.96456, 27.63053], [22.61883, 16.69412, 28.60871], [22.43128, 18.09475, 27.55472], [24.21640, 18.96028, 14.64537], [23.38765, 19.13542, 15.95069], [24.32009, 19.42784, 17.14670], [24.91990, 20.75584, 17.01148], [25.40102, 21.76624, 16.99162], [24.74728, 18.01646, 14.60781], [24.90181, 19.83267, 14.63917], [23.62879, 18.96450, 13.76267], [22.78926, 18.25644, 16.12716], [22.75372, 20.01507, 15.81368], [25.09934, 18.65314, 17.24105], [23.73177, 19.39975, 18.08155], [21.26740, 9.66270, 15.99516], [20.91778, 11.08950, 16.31557], [19.49195, 11.73697, 15.84630], [18.34018, 11.30557, 16.59716], [19.33597, 11.74252, 14.38379], [22.01924, 11.99514, 15.47863], [23.30485, 11.48550, 15.06453], [21.82516, 13.46510, 15.49747], [20.78911, 11.33695, 17.94597], [21.74800, 10.55414, 18.78483], [20.66808, 12.73704, 18.51074], [18.12295, 10.23307, 16.47597], [17.45096, 11.87317, 16.27536], [18.62491, 11.49786, 17.64071], [19.04526, 10.81993, 13.88420], [20.25566, 12.12259, 13.96506], [18.61875, 12.53040, 14.16138], [23.15454, 10.41764, 15.05100], [23.52507, 11.91112, 14.09429], [24.15427, 11.69529, 15.76679], [22.12717, 13.97852, 14.62874], [20.76171, 13.66976, 15.63698], [22.32229, 13.95287, 16.34182], [22.52507, 11.15622, 19.23231], [21.20521, 9.98767, 19.55780], [22.13731, 9.74841, 18.18583], [20.02040, 13.31767, 17.79497], [21.61946, 13.19224, 18.67603], [20.07995, 12.73863, 19.43509], [19.24130, 22.47406, 17.46735], [20.58428, 23.14604, 17.26778], [20.20592, 24.65778, 16.74534], [21.25479, 25.52853, 16.21505], [18.95776, 24.94488, 16.13033], [21.38865, 22.25001, 16.14373], [22.60691, 22.75336, 15.50337], [20.48859, 21.67764, 15.17878], [21.71180, 23.44962, 18.41525], [22.43847, 22.29659, 18.99358], [21.54918, 24.60936, 19.32561], [21.31563, 25.55234, 15.12308], [22.20258, 25.22975, 16.59273], [21.05535, 26.54907, 16.66328], [18.85351, 24.52498, 15.10849], [18.82709, 26.02085, 16.12250], [18.27416, 24.35542, 16.74559], [23.08899, 21.88140, 15.08337], [22.41049, 23.47492, 14.74787], [23.34067, 23.18290, 16.18678], [20.24425, 22.38191, 14.36753], [20.91984, 20.90896, 14.56864], [19.60059, 21.35942, 15.68838], [22.06354, 22.06940, 20.00164], [22.28630, 21.47094, 18.30560], [23.49941, 22.55328, 19.14515], [20.58521, 25.06546, 19.21261], [22.27605, 25.42743, 19.21232], [21.65072, 24.20270, 20.30948], [14.02645, 23.37039, 17.03213], [13.08091, 22.71926, 18.00030], [13.81882, 21.47964, 18.86597], [12.88908, 20.52341, 19.52903], [14.89185, 20.70310, 18.25193], [11.74156, 22.30485, 17.12332], [10.50129, 21.81416, 17.67306], [11.72310, 22.35456, 15.63796], [12.41457, 23.53859, 19.28110], [11.51736, 24.63764, 19.02804], [12.88724, 23.50146, 20.66577], [13.52334, 19.76373, 20.07121], [12.28141, 19.93697, 18.84230], [12.30823, 20.97817, 20.33271], [15.53247, 21.40623, 17.71039], [14.52284, 20.02691, 17.40786], [15.36922, 20.09872, 18.99870], [10.59230, 21.94521, 18.78517], [9.68658, 22.51775, 17.38529], [10.31514, 20.72919, 17.49083], [12.09211, 21.39516, 15.24574], [10.76919, 22.60752, 15.20304], [12.50205, 23.05667, 15.32049], [10.49637, 24.38324, 19.27871], [11.83936, 25.53552, 19.59281], [11.56209, 24.96388, 17.98529], [13.63355, 22.71600, 20.82814], [11.99091, 23.35963, 21.29547], [13.26480, 24.49164, 20.97540], [18.57500, 20.45022, 27.21493], [19.25158, 21.79664, 27.38588], [20.74643, 21.55591, 28.02411], [21.62197, 22.73516, 28.19259], [21.12584, 20.36495, 28.71545], [18.49938, 22.88296, 28.37977], [18.60090, 22.53097, 29.82182], [17.12666, 22.99548, 27.89289], [19.37364, 22.64452, 25.93664], [20.13149, 21.89770, 24.94904], [19.51498, 24.15093, 25.83790], [22.61986, 22.37477, 27.99922], [21.55302, 23.12447, 29.22979], [21.45601, 23.54365, 27.49886], [20.51758, 19.57024, 28.23773], [20.98501, 20.44060, 29.78774], [22.17528, 20.08894, 28.51331], [19.61837, 22.21750, 30.07158], [18.22013, 23.41703, 30.39228], [17.93581, 21.70869, 30.14279], [16.53046, 22.10021, 28.22175], [16.75865, 23.98444, 28.19360], [17.10089, 22.98900, 26.80781], [21.20372, 22.01143, 24.98979], [19.86844, 20.85272, 24.96573], [19.82518, 22.27704, 23.93234], [20.57547, 24.39462, 25.63372], [19.22665, 24.52010, 26.82972], [18.86368, 24.54484, 25.01970], [13.48002, 15.02308, 18.54579], [14.68872, 15.73058, 19.00188], [15.35009, 16.58001, 17.70739], [14.58841, 16.88831, 16.47152], [16.53651, 17.36736, 17.88560], [16.05776, 14.94519, 19.58694], [16.79979, 14.20668, 18.60851], [15.87921, 14.32863, 20.87159], [14.34838, 16.70663, 20.34175], [12.95276, 16.87041, 20.71037], [15.37873, 17.50906, 20.90157], [13.58320, 16.42349, 16.54948], [15.16547, 16.46404, 15.63006], [14.49681, 17.96468, 16.23486], [17.31879, 17.01059, 17.16871], [16.97628, 17.11412, 18.83216], [16.44184, 18.46052, 17.70536], [17.78167, 14.01633, 19.02719], [16.46238, 13.16520, 18.42641], [16.93332, 14.79115, 17.67819], [16.84220, 14.02667, 21.28193], [15.34731, 15.03916, 21.52305], [15.32761, 13.39199, 20.83015], [12.67236, 16.35901, 21.64000], [12.74656, 17.94933, 20.86088], [12.35348, 16.50018, 19.88402], [15.55836, 18.46910, 20.39742], [16.32818, 16.95092, 20.90651], [15.18925, 17.72696, 21.97561], [18.09836, 20.22277, 12.73758], [16.79300, 20.92931, 12.80140], [15.76134, 20.23356, 11.69917], [15.83149, 18.78433, 11.66503], [14.42201, 20.75331, 11.54775], [16.67336, 22.48849, 12.37096], [17.10969, 22.62612, 11.02481], [17.25819, 23.45912, 13.31722], [16.27303, 20.97355, 14.40062], [14.90362, 21.35547, 14.78168], [17.05278, 20.23484, 15.38735], [15.77156, 18.44975, 10.63047], [15.14485, 18.25264, 12.26972], [16.80632, 18.49982, 12.05360], [14.02869, 20.46402, 10.60117], [14.47605, 21.83357, 11.54122], [13.75612, 20.42249, 12.35994], [18.11235, 22.25041, 10.80775], [16.43260, 22.19042, 10.30207], [17.16400, 23.68817, 10.81542], [17.01525, 23.05770, 14.29935], [18.32937, 23.56305, 13.16020], [16.74950, 24.41981, 13.21542], [14.46678, 21.92685, 13.95687], [14.29863, 20.51095, 15.09222], [14.95534, 22.12224, 15.56582], [17.73603, 19.52865, 14.91221], [16.30596, 19.60520, 15.92730], [17.48002, 20.88053, 16.18518], [24.58760, 22.66399, 22.02929], [26.00649, 22.26187, 21.63863], [26.12019, 20.95096, 20.63156], [27.24928, 20.64828, 19.81506], [25.10365, 19.89462, 20.73353], [26.90588, 21.90586, 23.02414], [26.60141, 22.43223, 24.33714], [28.07823, 21.08012, 22.88695], [26.89053, 23.36099, 20.83586], [26.45092, 23.71498, 19.50632], [27.47952, 24.49482, 21.59236], [27.56401, 21.48292, 19.16471], [26.91793, 19.78554, 19.22017], [28.11513, 20.29493, 20.43888], [24.79370, 19.61850, 19.72130], [24.24240, 20.27588, 21.27926], [25.56305, 18.94411, 21.12550], [26.22953, 23.46846, 24.31102], [25.88038, 21.87148, 24.93121], [27.50123, 22.61724, 24.93066], [28.85194, 21.51872, 22.23408], [28.52496, 20.96610, 23.88511], [27.80095, 20.05488, 22.51118], [27.24070, 24.27450, 18.98341], [26.14582, 22.85917, 18.91170], [25.61606, 24.41467, 19.58692], [27.67522, 24.12378, 22.59176], [26.83601, 25.38860, 21.66996], [28.38665, 24.70008, 21.09791], [22.31806, 18.74909, 20.05208], [20.87825, 18.34355, 19.79298], [20.42828, 17.97519, 18.22037], [20.10881, 19.03188, 17.29642], [21.15192, 16.79181, 17.72583], [19.79227, 19.51181, 20.22262], [20.16941, 20.60742, 21.11507], [18.31208, 19.47500, 19.98764], [20.58502, 16.90762, 20.62297], [19.26445, 16.35715, 20.52629], [21.06451, 16.94623, 21.99579], [19.79153, 18.54221, 16.39981], [20.90373, 19.74896, 17.05060], [19.25218, 19.57495, 17.68139], [20.94486, 15.97129, 18.39236], [22.23164, 16.94530, 17.69271], [20.84152, 16.57999, 16.70975], [19.53754, 20.64568, 22.04178], [21.22517, 20.51420, 21.37517], [20.04958, 21.62739, 20.67959], [17.82256, 19.54262, 20.96758], [17.96888, 20.38353, 19.47266], [18.08007, 18.60760, 19.41796], [18.46011, 16.85872, 21.09916], [18.92439, 16.27823, 19.52258], [19.18403, 15.30916, 20.88331], [21.17764, 15.91846, 22.30098], [20.32662, 17.40430, 22.64962], [22.00575, 17.46405, 21.95285], [21.13801, 13.83208, 23.49698], [20.64630, 12.67357, 24.29182], [19.03839, 12.51183, 24.61110], [18.45066, 13.58215, 25.43594], [18.16922, 12.18086, 23.46167], [21.32190, 12.82265, 25.82922], [20.95419, 11.88541, 26.86431], [22.71679, 13.23851, 25.80750], [21.00089, 11.25518, 23.50130], [22.12554, 11.32164, 22.61623], [20.64058, 9.96675, 24.05738], [17.50323, 13.22563, 25.86462], [18.19846, 14.48528, 24.86094], [19.19815, 13.94916, 26.15452], [18.22926, 13.02085, 22.79660], [17.17391, 11.99384, 23.80463], [18.55579, 11.32551, 22.91258], [21.26375, 12.23481, 27.85428], [19.87647, 11.80696, 26.88149], [21.38206, 10.89522, 26.76043], [23.41498, 12.41742, 25.58959], [22.82093, 13.94633, 25.05469], [22.89137, 13.66689, 26.78616], [22.18310, 12.24989, 22.06527], [23.08659, 11.13307, 23.10603], [21.96396, 10.48327, 21.93237], [19.93170, 10.11853, 24.86473], [21.45863, 9.42309, 24.49924], [20.21455, 9.36081, 23.23149]], "forces_ev_per_a": [[0.615, 0.270, -1.583], [-0.331, 0.731, -0.456], [-0.091, 0.548, 0.563], [-0.795, -0.901, 1.000], [0.798, 0.447, -0.745], [-0.021, 0.032, -0.151], [-0.222, 0.099, 1.131], [-0.351, -0.572, 0.264], [0.236, -0.252, 0.608], [0.455, -0.196, -0.156], [0.009, 0.018, -0.430], [-0.409, -0.245, -0.052], [-0.502, 0.652, -0.715], [0.366, -1.107, 1.111], [-1.463, -1.239, -1.248], [0.571, 2.568, 0.520], [0.072, -1.056, -0.294], [0.460, -0.452, 0.297], [-0.200, 0.090, -0.295], [0.557, -0.286, 0.104], [0.352, 0.110, -0.305], [-0.254, 1.067, 0.001], [0.487, -0.318, 0.545], [-0.228, 0.064, 0.313], [-0.948, 0.258, 0.250], [-0.954, 0.165, -1.519], [1.500, -0.699, 1.331], [0.040, 0.511, 0.391], [-0.157, -0.218, -0.252], [-0.348, 0.262, -0.496], [0.105, -0.101, 0.598], [0.615, 0.177, 0.074], [0.071, -0.548, 0.537], [0.212, -0.191, -0.323], [-0.095, 0.392, -0.392], [-0.161, -0.131, -0.303], [0.675, -0.171, 0.311], [0.002, -0.068, 0.350], [-0.195, -0.929, -0.382], [-1.022, -0.308, -2.797], [1.252, 0.340, 3.402], [0.035, 0.422, -0.245], [0.073, -0.159, 0.248], [0.041, 0.194, -0.638], [-0.244, 0.464, -0.528], [-0.893, -0.098, 0.035], [0.127, 0.102, 0.040], [0.068, 0.044, 0.093], [0.138, 1.361, 1.265], [0.143, -1.970, -0.417], [-0.581, 0.632, -0.784], [-0.892, 2.244, 1.484], [0.492, -2.764, -1.676], [-0.322, -0.024, 0.135], [0.200, 0.032, -0.657], [0.074, -0.437, -0.054], [0.208, 0.248, -0.273], [-0.567, 0.100, -0.243], [0.017, -0.196, 0.090], [0.932, 0.585, 0.776], [-1.014, -0.136, -0.198], [-0.060, 0.603, 1.376], [-1.407, -0.413, -0.562], [-1.509, 1.331, 1.477], [1.490, -0.752, -1.061], [1.103, -0.187, -0.728], [-0.082, -0.398, 0.221], [-0.513, 0.555, -0.288], [0.267, -0.134, 0.122], [0.264, -0.226, -0.663], [0.460, -0.035, 0.360], [1.003, -0.198, -0.142], [0.336, 0.770, 1.501], [1.003, 0.274, -1.000], [-0.759, -0.526, 0.013], [-1.388, -3.916, 0.616], [1.672, 3.616, -0.334], [0.433, -0.064, 0.313], [-0.047, -0.681, -0.481], [-0.798, 0.305, -0.821], [-0.280, -0.126, 0.246], [-0.277, -0.316, 0.166], [-0.118, 0.381, -0.092], [0.163, 0.087, -0.265], [-0.737, 1.032, 0.594], [1.495, -2.228, -0.409], [-0.275, -0.455, -1.546], [-0.521, 0.071, 0.445], [-0.339, 1.337, 0.197], [-0.309, 2.389, 0.403], [0.151, 0.007, 0.894], [-0.500, -0.858, 1.621], [1.622, 1.106, 1.982], [-1.276, -0.815, -0.191], [-2.174, -0.845, -1.639], [0.041, 0.147, 0.014], [0.327, -0.075, 0.261], [-0.909, -0.189, -0.249], [0.015, -0.284, 0.365], [0.270, -0.289, -0.288], [-0.443, -0.128, -0.169], [0.383, -0.393, -0.447], [0.289, -0.147, -0.356], [-0.688, 0.116, -0.392], [0.606, 0.199, -1.443], [0.105, 0.015, -0.111], [0.265, -0.094, 0.071], [0.126, 0.151, -0.077], [-0.084, 0.562, 0.132], [0.527, -0.063, -0.398], [0.908, -0.265, 0.590], [0.634, 0.338, 0.011], [0.303, -0.333, 0.133], [1.341, 0.351, 0.932], [-2.236, -0.349, 0.121], [1.960, 0.974, -0.874], [-0.665, 1.182, 1.206], [-0.985, -1.390, -0.013], [0.966, 0.093, -0.249], [0.377, -0.805, 1.065], [-0.322, 0.486, -1.161], [0.072, 0.218, 0.480], [0.125, 0.821, 0.366], [0.386, -0.441, -0.436], [-0.276, 0.117, 0.043], [0.870, -0.264, 0.281], [0.303, -0.727, -0.935], [0.251, 0.464, 0.237], [-0.498, 0.122, 0.087], [-0.755, 0.711, -0.285], [0.291, -0.040, -0.505], [-0.334, 0.584, -0.918], [-0.346, -0.082, 0.271], [-0.377, 0.421, 0.319], [0.636, -1.004, 0.246], [-0.365, -0.320, -0.183], [-0.060, -0.108, -0.425], [0.315, -0.303, 0.238], [-0.240, -0.208, -0.374], [-0.516, 0.030, -0.020], [0.188, -0.507, -0.293], [-0.023, 0.062, 0.861], [-0.489, -0.379, 1.330], [0.846, 0.781, -0.620], [-0.949, -1.286, 0.116], [1.400, -0.540, 1.067], [-0.807, 0.549, -2.342], [-0.701, -0.216, -1.301], [-0.020, 0.525, 1.921], [2.175, -0.404, 0.578], [0.787, -0.121, 0.109], [0.368, 0.953, -0.367], [-0.584, 0.365, 0.119], [-0.450, 0.753, -0.589], [-0.224, 0.174, -0.184], [-0.265, 0.170, -0.403], [0.399, -0.216, 0.504], [0.164, 0.437, 1.157], [0.489, -0.093, 0.281], [-0.303, -0.345, -0.852], [0.162, -0.946, -0.144], [-0.141, 0.866, -0.238], [-0.558, -0.010, -0.103], [-0.415, 0.095, 0.268], [-0.418, 0.136, 0.040], [-0.403, 0.059, 0.175], [-0.243, -0.487, -0.030], [-0.108, -0.291, -0.005], [-0.306, 0.376, -0.027], [0.384, -0.308, 0.064], [0.257, -0.335, -0.239], [0.727, 1.729, 0.211], [-0.106, -1.830, -0.905], [0.549, 1.790, -0.617], [-0.069, -0.970, 0.853], [0.090, -1.130, -1.060], [-0.041, -0.817, 0.496], [-1.025, 0.742, 0.070], [-0.686, 0.141, 0.504], [0.505, 0.653, 0.678], [-0.993, 0.888, -2.021], [-0.168, -1.378, 0.113], [0.598, 0.064, 0.170], [0.155, -0.049, -0.455], [-0.517, 0.056, -0.244], [0.149, 0.179, 0.849], [-0.125, -0.221, 0.372], [-0.160, 0.419, 0.119], [-0.206, 0.547, 0.062], [0.808, -0.620, -0.260], [0.102, 0.026, -0.525], [0.152, 1.080, -0.041], [-0.501, -0.468, 0.259], [0.146, 0.023, -0.053], [0.523, 0.099, 0.394], [-0.009, -0.422, 0.202], [0.242, -0.339, 0.804], [-0.491, 0.060, 0.020], [0.064, 0.320, -0.491], [0.520, -0.366, 0.655], [-0.005, -0.290, 0.169], [0.338, 1.148, -0.186], [-1.245, 0.803, 0.107], [0.170, -0.882, 0.204], [1.425, -0.456, -1.263], [-1.370, 0.610, -0.867], [1.125, -0.893, -0.325], [0.123, -0.361, 0.692], [-0.459, -1.018, -1.335], [0.113, 1.048, 0.151], [0.760, 0.435, 1.432], [0.718, 0.275, -0.206], [-0.424, 0.004, 0.124], [0.028, -0.228, 0.605], [-0.394, 0.420, 0.073], [-0.002, 0.343, 0.538], [-0.267, -0.622, 0.415], [0.592, 0.227, 0.066], [-0.536, 0.593, -0.239], [-0.242, -0.586, 0.468], [0.221, 0.437, 0.165], [0.437, -0.558, -0.010], [-0.469, -0.166, -0.171], [0.180, -0.100, -0.105], [-0.093, -0.477, -0.084], [-0.229, -0.032, 0.175], [-0.149, -0.059, -0.022], [-0.272, 0.287, -0.076], [-0.112, -0.087, -0.533], [0.170, 0.396, -0.009], [-0.079, -1.462, 1.709], [-0.353, -0.397, 0.786], [1.583, 0.118, -0.836], [0.089, 0.367, 0.612], [0.320, 0.704, 0.580], [0.527, 1.508, -1.657], [-0.886, -0.398, -0.241], [0.068, -0.690, -0.938], [1.318, 1.380, -0.308], [-1.595, -0.554, 1.085], [-0.176, -0.184, -0.047], [-1.296, -0.245, 0.670], [0.155, -0.120, -0.240], [-0.436, -0.473, -0.769], [-0.181, 0.276, 0.139], [-0.022, 0.037, -0.292], [0.125, -0.287, 0.249], [-0.195, -0.145, 0.005], [-0.094, 0.341, -0.255], [0.437, 0.347, 0.148], [0.165, 0.046, 0.102], [0.168, 0.045, -0.163], [-0.194, -0.479, -0.035], [-0.200, -0.239, -0.043], [-0.132, -0.495, 0.204], [0.205, 0.490, 0.190], [0.536, 0.099, -0.195], [0.232, -0.186, -0.682], [2.172, -0.831, -0.667], [-2.348, -0.324, 1.821], [-1.251, 0.503, 0.746], [1.052, -0.846, -0.008], [0.900, -0.393, -0.487], [-0.583, 0.264, -0.365], [-0.117, 1.460, 0.395], [0.227, -1.004, 0.203], [0.878, 1.096, 0.049], [-0.091, 0.962, -0.270], [-1.303, -1.159, 0.134], [-0.100, -0.537, 0.296], [0.463, 0.318, -0.283], [-0.489, 0.333, -0.785], [-0.201, 0.202, 0.245], [0.083, -0.363, 0.108], [-0.578, 0.824, 0.228], [-0.400, -0.337, -0.467], [0.051, -0.232, -0.083], [0.239, -0.667, -0.085], [-0.254, -0.141, 0.053], [-0.049, -0.099, -0.332], [0.446, 0.856, 0.310], [0.003, -0.369, 0.064], [0.026, 0.093, 0.080], [-0.306, 0.010, -0.200], [0.224, 0.192, 0.151], [0.081, -0.370, -0.260], [1.191, 0.717, -0.410], [-1.708, -0.200, -0.456], [0.987, 0.149, -0.003], [0.817, -0.734, 1.360], [-0.168, 0.325, 0.060], [-0.039, 0.701, -0.281], [-1.072, 1.220, 0.336], [-0.093, 0.585, 0.364], [1.520, 1.040, 0.710], [-0.166, 0.577, -0.574], [-1.253, -1.213, 0.771], [-0.251, -0.413, -0.422], [-0.234, -0.152, -0.775], [0.009, -0.172, 0.246], [0.025, 0.352, -0.104], [-0.045, -0.470, -0.024], [0.210, 0.014, 0.146], [-0.338, -0.212, -0.153], [0.492, -0.420, -0.571], [-0.140, -0.060, 0.163], [-0.116, -0.709, -0.205], [-0.080, -0.621, -0.091], [0.343, -0.104, -0.304], [-0.419, -0.530, -0.158], [0.544, 0.289, 0.008], [-0.132, 0.235, -1.130], [0.639, 0.378, 0.140], [0.107, -0.290, 0.502], [-0.010, 0.350, 0.272], [0.419, 0.236, 0.578], [-0.288, -0.243, -0.089], [0.556, 0.567, 0.011], [-0.670, 0.104, 0.230], [0.015, 0.484, -0.257], [1.421, 0.056, 0.233], [-0.334, -0.445, -0.711], [-0.091, 0.201, 0.450], [-0.475, -1.296, 1.239], [-0.255, 1.165, 1.148], [0.390, -1.378, -0.707], [-0.471, 0.057, -0.737], [0.469, 0.035, 0.306], [0.018, -0.264, -0.321], [-0.524, -0.500, 0.166], [-0.540, 0.529, -0.615], [-0.633, -0.045, 0.174], [-0.062, -0.144, 0.188], [0.079, 0.257, -0.119], [-0.268, -0.220, 0.068], [0.207, -0.400, -0.225], [-0.030, -0.011, 0.288], [0.358, 1.444, -1.144], [0.607, 0.121, 0.138], [-0.182, 0.048, 0.027], [0.067, 0.097, 0.146], [0.359, 0.176, -0.414], [-0.389, -0.113, -0.181], [0.713, -0.186, 0.021], [0.040, 0.018, 0.609]]}